[1]
32
Properties=species:S:1:pos:R:3:forces:R:3:nbo_charge:R:1 method="wB97M-V/def2-TZVPD" total_energy_ha=-685.026159 fmax_ev_per_a=2.71 spin_multiplicity=1 lumo_energy_ev=0.0 homo_ev=-5.92
N 4.219 -0.013 -0.083 -0.179 -0.630 -0.249 -0.913
C 2.907 -0.559 0.168 -0.032 0.882 0.111 0.719
O 2.253 -0.226 1.129 0.156 -0.425 -0.288 -0.552
C 2.422 -1.544 -0.864 -0.028 -0.691 0.678 -0.524
C 1.197 -2.304 -0.355 -0.173 0.179 -0.396 -0.410
C -0.160 -1.720 -0.805 0.614 -0.676 -0.013 -0.045
C -1.265 -2.019 0.203 0.177 0.405 -0.143 -0.421
C -1.333 -0.895 1.229 -0.597 -0.724 -1.153 -0.238
N -1.656 0.346 0.489 2.506 -0.577 0.862 -0.535
C -0.843 0.614 -0.516 -0.528 0.854 0.148 0.712
N -0.766 1.922 -0.924 0.448 -0.740 -0.907 -0.865
N -0.052 -0.280 -1.164 -1.503 -0.591 0.375 -0.589
H 4.124 0.960 -0.349 0.098 0.105 0.064 0.388
H 4.743 -0.067 0.782 0.000 0.336 0.098 0.387
H 2.273 -1.033 -1.814 -0.020 0.107 -0.044 0.242
H 3.218 -2.267 -1.037 0.252 0.161 -0.035 0.246
H 1.241 -2.382 0.729 0.016 0.190 0.104 0.225
H 1.238 -3.327 -0.726 -0.042 -0.069 -0.039 0.216
H -0.406 -2.252 -1.723 -0.063 0.228 -0.199 0.203
H -2.207 -2.099 -0.336 -0.199 -0.045 0.209 0.217
H -1.045 -2.966 0.690 -0.069 -0.119 -0.021 0.229
H -0.353 -0.785 1.692 -0.086 0.110 0.341 0.221
H -2.118 -1.102 1.945 0.040 0.233 0.251 0.230
H -1.567 1.157 1.145 -1.802 1.678 0.203 0.492
H -1.525 2.401 -1.372 -0.353 0.307 0.758 0.429
H 0.099 2.399 -0.751 0.054 0.145 -0.261 0.420
H -0.245 -0.149 -2.149 0.796 0.306 -0.150 0.414
C -2.866 3.622 0.972 -0.457 0.243 -0.467 -0.190
O -2.128 2.860 1.803 0.601 -0.886 -0.190 -0.960
H -2.457 3.768 -0.074 0.111 -0.035 0.072 0.045
H -3.909 3.265 0.767 0.072 -0.179 0.115 0.090
H -3.034 4.673 1.301 0.190 -0.082 0.169 0.117

***

[2]
37
Properties=species:S:1:pos:R:3:forces:R:3:nbo_charge:R:1 method="wB97M-V/def2-TZVPD" total_energy_ha=-1004.037529 fmax_ev_per_a=5.80 spin_multiplicity=1 lumo_energy_ev=0.3 homo_ev=-9.16
N 0.853 3.647 4.166 -1.195 -0.283 -0.522 -0.865
C 1.666 2.673 4.799 2.177 0.854 1.253 0.675
O 2.483 2.865 5.797 -3.969 0.043 -4.235 -0.630
C 1.691 1.330 4.111 -2.792 -2.976 2.036 -0.508
C 0.697 1.035 2.928 0.205 0.228 0.401 -0.439
C 0.597 -0.438 2.442 -1.167 -0.537 -1.730 -0.105
N 1.806 -1.217 2.190 0.469 0.950 -0.687 -0.842
C -0.083 -0.347 0.967 -0.283 3.956 -0.663 0.684
O -0.586 0.760 0.551 0.919 -3.298 1.539 -0.679
N 0.070 -1.345 0.089 2.073 -5.002 1.115 -0.622
C -0.194 -1.228 -1.335 0.545 -1.732 -0.871 -0.122
C -1.670 -0.904 -1.620 0.011 0.290 -0.970 -0.459
C -2.186 -1.222 -3.005 0.767 -1.904 -0.148 0.132
C -3.274 -1.939 -3.445 2.784 2.245 0.140 -0.135
N -3.044 -2.028 -4.808 -4.099 -2.977 0.211 -0.494
C -1.849 -1.569 -5.104 -1.297 0.298 -0.169 0.215
N -1.340 -1.009 -4.086 1.788 1.429 2.395 -0.523
C 0.854 -0.174 -1.920 2.518 0.268 1.947 0.769
O 1.785 0.179 -1.206 -1.067 -0.938 -0.043 -0.613
O 0.878 0.291 -3.140 -4.796 -0.451 -1.910 -0.682
H -0.004 3.564 3.379 3.613 -0.296 3.140 0.442
H 0.960 4.569 4.589 -0.309 -0.360 -0.244 0.404
H 1.340 0.561 4.957 0.760 1.590 -1.316 0.222
H 2.713 0.995 3.971 0.146 0.333 -0.481 0.248
H 0.949 1.723 2.132 0.293 -0.319 -0.668 0.234
H -0.371 1.285 3.084 0.616 0.152 0.715 0.224
H -0.131 -1.063 3.055 1.033 0.859 -0.373 0.208
H 2.472 -0.606 1.698 -0.476 -0.369 -0.278 0.372
H 2.326 -1.457 2.999 0.066 -0.376 1.299 0.363
H 0.684 -2.349 0.370 -2.352 4.599 -0.598 0.447
H 0.019 -2.317 -1.735 -0.110 2.285 0.345 0.226
H -1.663 0.140 -1.702 -0.380 1.915 0.912 0.243
H -2.280 -1.208 -0.768 -0.140 -0.050 -0.431 0.243
H -4.031 -2.128 -2.754 -1.747 -0.981 -0.137 0.237
H -3.674 -2.581 -5.409 0.855 0.662 0.310 0.421
H -1.554 -1.644 -6.087 1.217 0.203 -1.849 0.201
H -0.146 0.120 -3.567 3.323 -0.308 0.565 0.509

***

[3]
13
Properties=species:S:1:pos:R:3:forces:R:3:nbo_charge:R:1 method="wB97M-V/def2-TZVPD" total_energy_ha=-534.449370 fmax_ev_per_a=2.42 spin_multiplicity=1 lumo_energy_ev=-0.4 homo_ev=-6.14
S 3.299 0.226 0.472 -0.875 0.039 -0.149 -1.060
H 4.261 -0.138 -0.380 -0.032 -0.062 -0.148 0.111
C -1.398 -0.676 0.763 0.832 -0.866 1.462 -0.662
C -0.576 0.532 0.372 0.680 -2.179 -0.811 -0.231
N -0.146 0.346 -1.077 -0.647 0.406 -0.563 -0.679
H -1.791 -0.545 1.774 -0.707 0.436 -0.358 0.249
H -2.114 -1.079 0.055 -0.366 0.411 -0.020 0.213
H -0.716 -1.495 1.025 0.171 -0.038 -0.677 0.241
H -1.083 1.464 0.465 -0.083 0.685 0.043 0.213
H 0.397 0.425 0.857 -0.098 0.852 0.416 0.285
H 0.571 -0.384 -1.188 0.688 0.475 0.516 0.465
H 0.184 1.248 -1.416 0.776 -0.220 -0.074 0.445
H -0.890 0.076 -1.723 -0.339 0.062 0.362 0.409

***

[4]
81
Properties=species:S:1:pos:R:3:forces:R:3:mulliken_charge:R:1 method="wB97M-V/def2-TZVPD" charge=-1 total_energy_ha=-3151.122827 fmax_ev_per_a=0.83 spin_multiplicity=1 lumo_energy_ev=2.2 homo_ev=-2.02
Ca -0.144 1.063 -0.250 -0.700 0.211 -0.283 1.092
C -5.585 -1.256 0.252 -0.075 0.026 0.059 -0.462
C -5.005 -1.411 -1.146 0.028 0.024 -0.068 -0.921
S -3.249 -0.955 -1.321 -0.025 0.013 0.009 0.009
C -3.255 0.450 -2.435 -0.253 -0.092 -0.185 0.583
C -3.939 1.708 -1.945 -0.074 0.030 0.017 -0.803
S -3.023 2.587 -0.632 0.166 -0.165 0.140 -0.050
C -4.150 2.504 0.790 0.080 0.025 0.025 -0.862
C -4.453 1.116 1.353 -0.059 0.022 -0.003 0.708
S -6.030 0.431 0.742 0.054 -0.033 0.007 -0.202
H -4.916 -1.682 1.002 0.005 0.011 0.020 0.155
H -6.526 -1.808 0.317 0.005 0.000 0.008 0.425
H -5.584 -0.817 -1.854 0.027 -0.013 -0.007 0.345
H -5.098 -2.458 -1.446 0.003 -0.013 0.004 0.508
H -3.680 0.146 -3.397 0.003 -0.022 0.036 0.598
H -2.130 0.656 -2.559 0.135 0.068 0.011 -1.049
H -4.948 1.541 -1.564 -0.001 0.015 0.002 0.327
H -4.015 2.405 -2.782 0.046 -0.021 -0.002 0.501
H -5.073 3.052 0.585 -0.008 -0.007 -0.042 0.498
H -3.606 3.072 1.548 -0.021 0.011 0.008 0.321
H -4.522 1.170 2.442 0.011 -0.001 -0.003 0.566
H -3.655 0.430 1.088 -0.011 -0.012 -0.016 -0.996
C -0.148 -1.131 4.599 0.009 0.002 -0.017 -1.033
N -0.530 0.067 3.871 0.023 0.018 -0.044 0.160
C 0.159 1.305 4.206 0.037 -0.015 -0.020 -0.858
C -1.174 0.007 2.683 0.147 -0.172 0.120 0.897
C -1.723 -1.327 2.243 -0.079 0.001 0.014 -0.749
O -1.320 1.014 1.990 0.045 0.071 -0.182 -0.652
H 0.179 -0.840 5.595 -0.013 0.008 0.013 0.333
H 0.671 -1.665 4.110 -0.018 0.051 0.034 0.297
H -0.995 -1.806 4.709 -0.001 -0.010 -0.018 0.338
H 0.289 1.358 5.286 -0.009 -0.004 0.008 0.409
H -0.435 2.150 3.870 -0.005 0.004 -0.001 0.239
H 1.137 1.356 3.719 -0.008 -0.017 -0.020 0.157
H -0.998 -2.132 2.363 -0.067 0.088 -0.005 0.209
H -2.026 -1.255 1.198 0.035 -0.003 0.082 -0.314
H -2.610 -1.569 2.836 0.015 -0.021 0.030 0.527
C -0.622 1.370 -4.774 0.046 0.001 0.019 -1.951
C 0.294 1.286 -3.520 -0.347 -0.145 -0.157 1.857
C 1.314 0.154 -3.786 -0.028 -0.051 0.046 -1.374
C 1.101 2.607 -3.475 -0.005 -0.017 0.070 -1.638
N -0.469 1.064 -2.333 0.764 0.298 0.130 -0.906
H -0.065 1.511 -5.711 -0.028 0.002 0.019 0.456
H -1.321 2.204 -4.652 0.011 -0.004 -0.004 0.320
H -1.207 0.449 -4.851 0.025 -0.001 -0.020 0.339
H 1.895 0.303 -4.707 -0.004 0.005 0.004 0.396
H 0.779 -0.797 -3.857 0.003 -0.003 -0.007 0.221
H 2.009 0.082 -2.942 -0.018 0.009 -0.010 0.192
H 1.658 2.809 -4.402 -0.024 -0.004 -0.013 0.412
H 1.824 2.559 -2.651 -0.030 0.005 -0.003 0.168
H 0.415 3.436 -3.281 0.008 0.006 -0.001 0.304
C 0.783 -3.223 -0.910 -0.012 0.021 0.011 -1.533
C 1.166 -2.551 0.409 0.046 -0.051 -0.022 2.435
C 1.033 -3.524 1.584 0.076 -0.023 -0.052 -1.726
C 2.546 -1.927 0.347 -0.090 -0.007 0.035 0.422
C 3.672 -2.710 0.142 0.000 -0.040 0.033 -0.146
C 4.940 -2.156 0.060 0.014 0.018 0.005 -1.458
C 5.072 -0.775 0.161 -0.024 -0.040 -0.046 -0.137
C 3.972 0.044 0.356 -0.064 0.051 0.016 0.528
C 4.095 1.548 0.453 0.026 -0.002 0.023 1.198
C 4.244 1.982 1.914 -0.031 0.002 -0.016 -1.295
C 5.216 2.131 -0.405 0.007 -0.010 0.033 -1.927
C 2.677 -0.525 0.484 -0.007 0.024 0.072 -0.175
O 1.632 0.232 0.719 0.172 -0.031 0.212 -1.167
H -0.234 -3.621 -0.863 -0.004 -0.002 -0.008 0.428
H 1.462 -4.049 -1.141 0.003 0.013 0.004 0.299
H 0.825 -2.502 -1.727 -0.003 -0.005 -0.007 0.197
H 0.462 -1.732 0.576 0.050 -0.019 -0.008 -1.075
H 1.733 -4.357 1.478 -0.005 -0.002 0.005 0.362
H 0.024 -3.944 1.637 0.015 -0.021 0.004 0.452
H 1.260 -3.026 2.531 0.009 -0.051 -0.044 0.244
H 3.556 -3.786 0.038 -0.001 -0.002 -0.007 0.290
H 5.809 -2.783 -0.099 -0.003 0.003 -0.008 0.350
H 6.057 -0.330 0.066 0.002 0.004 0.003 0.275
H 3.148 1.956 0.092 -0.008 -0.007 -0.049 0.068
H 5.165 1.573 2.338 -0.001 0.003 0.001 0.291
H 3.402 1.613 2.502 0.010 0.003 0.001 0.130
H 4.281 3.072 2.003 -0.009 -0.004 0.006 0.391
H 6.201 1.915 0.017 0.001 -0.020 -0.017 0.375
H 5.118 3.217 -0.469 0.014 -0.002 0.019 0.438
H 5.183 1.726 -1.418 -0.005 0.018 -0.004 0.422

***

Energy above the lowest of the compared OMol25 structures with the same formula, charge and spin readings, ordered: 80.1 104.3 50.4 0.0 kcal/mol